1.
13
Properties=species:S:1:pos:R:3:forces:R:3 method="wB97M-V/def2-TZVPD" gap_ev=7.96 spin_multiplicity=1 total_charge=0
C 0.93762 -0.80790 -0.03843 -0.008 -0.075 0.096
C 0.79443 0.70925 0.11615 -0.303 0.080 0.128
N -0.53457 -1.01714 -0.13601 0.181 0.247 -0.400
C -0.75954 0.57986 0.08799 0.568 -0.665 -0.117
C -1.36825 -0.41356 0.93655 -0.259 0.371 0.455
O -1.47590 1.37823 -0.72984 -0.144 0.064 -0.224
H -0.92576 1.71755 -1.45080 -0.001 -0.029 0.231
H -0.95681 -1.55184 -0.88065 0.005 -0.021 0.083
H -0.89845 -0.54802 1.91636 0.041 -0.050 -0.155
H 1.35444 -1.33696 0.82225 -0.049 0.036 -0.097
H 1.45678 -1.11392 -0.94763 -0.050 0.020 0.043
H 1.20711 1.25504 -0.73392 0.016 -0.009 -0.040
H 1.16890 1.14942 1.03799 0.003 0.032 -0.003


2.
76
Properties=species:S:1:pos:R:3:forces:R:3 method="wB97M-V/def2-TZVPD" gap_ev="3.82 / 3.82" spin_multiplicity=1 total_charge=+4
Nb 0.64422 0.61036 0.85622 1.867 0.396 0.724
Cl -0.31844 1.83194 3.38467 0.620 -1.079 -0.402
C -1.12654 3.08309 2.48249 -0.244 1.527 0.428
Cl -0.92354 2.88188 0.73401 0.668 -0.503 -0.727
H -0.67138 4.04462 2.74443 -0.080 -0.228 -0.104
H -2.18508 3.09432 2.70597 -0.205 -0.210 -0.035
C -1.89312 -0.64606 -1.97960 0.212 0.255 0.008
C -0.44114 -1.08025 -2.24148 -0.303 -0.331 0.824
P 0.86629 0.13523 -1.68810 -0.439 -1.487 -1.945
C 2.32080 -0.90679 -1.95136 0.123 0.684 0.621
C 2.34328 -2.26933 -1.64612 0.106 -0.619 0.273
C 3.28575 -3.10585 -2.21469 0.004 0.136 0.223
C 4.33964 -2.54635 -2.95269 -0.850 -0.143 0.409
C 4.42182 -1.17414 -3.07109 0.216 1.076 -0.370
C 3.39622 -0.34107 -2.63716 0.739 0.106 -0.259
C 0.88591 1.38249 -2.96483 -0.804 0.464 0.203
C 0.67244 0.98676 -4.29333 0.378 -0.897 0.436
C 0.65175 1.94152 -5.28289 -0.361 0.425 -0.795
C 0.69032 3.30700 -4.99322 0.128 -0.133 1.508
C 0.78488 3.69290 -3.63407 0.220 0.225 -0.882
C 0.89091 2.73048 -2.64315 -0.016 0.219 0.255
C -2.37367 -1.11429 -0.61324 1.017 -1.208 -0.612
P -1.86308 -0.24510 0.95287 -2.470 -1.418 0.572
C -3.33658 0.80633 1.11998 0.845 0.722 0.381
C -3.92865 0.95160 2.37084 -0.264 0.189 -0.064
C -5.11640 1.68346 2.47099 -0.206 0.260 0.119
C -5.64977 2.36412 1.36735 0.033 -0.529 -0.520
C -4.99223 2.24350 0.11749 -0.583 0.928 -0.020
C -3.84653 1.48335 0.01051 0.366 0.258 -0.156
C -2.14647 -1.56042 2.21692 0.912 0.640 0.080
C -3.34248 -2.27829 2.27265 -0.322 0.215 0.119
C -3.46134 -3.33581 3.18064 0.179 0.483 -0.637
C -2.38543 -3.70881 3.97701 0.151 -0.088 -0.041
C -1.20870 -2.96430 3.94317 -0.532 0.396 -0.314
C -1.12226 -1.86177 3.11363 0.365 0.279 -0.133
H -2.54994 -1.15294 -2.68978 0.139 0.024 -0.184
H -2.05655 0.43786 -2.15355 0.232 -0.553 -0.008
H -0.26024 -1.30944 -3.30729 0.184 0.460 0.477
H -0.18286 -2.02847 -1.72031 -0.436 0.502 -0.237
H 1.66328 -2.64929 -0.90108 -0.334 -0.379 -0.182
H 3.26497 -4.17536 -2.03113 -0.088 0.130 -0.015
H 5.06506 -3.18510 -3.40658 0.509 -0.264 -0.097
H 5.29324 -0.71241 -3.52872 -0.199 -0.156 -0.189
H 3.43969 0.72341 -2.86719 -0.089 -0.326 0.031
H 0.56037 -0.08080 -4.50757 0.215 0.573 -0.370
H 0.53856 1.66177 -6.32564 0.030 -0.225 0.149
H 0.62113 4.04581 -5.78646 0.059 -0.100 0.160
H 0.82800 4.74472 -3.36929 -0.126 -0.113 -0.047
H 0.93968 2.98236 -1.59095 0.215 0.469 -0.031
H -2.07027 -2.18808 -0.52678 -0.173 0.797 0.261
H -3.45778 -1.11246 -0.59096 -0.188 0.188 0.322
H -3.46273 0.49160 3.23544 -0.341 -0.089 0.078
H -5.63097 1.72396 3.42888 0.136 0.091 -0.147
H -6.59372 2.94388 1.43174 0.836 -0.442 0.103
H -5.35942 2.82509 -0.75538 0.234 -0.621 0.709
H -3.25388 1.48356 -0.90006 -0.475 -0.046 -0.134
H -4.21467 -1.93963 1.70881 0.267 -0.371 -0.047
H -4.39681 -3.86946 3.21012 -0.104 -0.119 0.159
H -2.48538 -4.57224 4.62238 0.086 0.055 0.052
H -0.34481 -3.16758 4.52888 0.204 -0.455 0.719
H -0.23673 -1.21331 3.19782 -0.532 -0.445 -0.090
F 3.81174 -2.55380 4.01207 -2.555 1.185 -2.028
C 2.58160 -2.32595 3.46029 -0.036 -1.779 5.007
F 1.97701 -3.52114 3.27319 1.029 2.454 -0.798
F 1.79098 -1.63459 4.43005 2.041 -0.917 -3.143
S 2.67617 -1.33880 1.76465 0.499 -1.569 -1.113
O 1.15129 -1.42031 1.38419 1.164 0.783 -0.808
O 3.72049 -1.91225 0.92258 -2.553 1.602 2.044
N 2.57966 0.29314 1.91599 -0.917 -0.460 -0.860
S 3.32355 1.67999 1.50088 1.155 3.830 1.753
O 2.06582 2.31264 0.72150 0.763 -2.680 1.341
O 3.78922 2.42135 2.67377 -1.294 -1.923 -3.063
C 4.95680 1.76793 0.26042 3.652 -0.694 -1.883
F 5.29176 3.04419 0.26570 -1.230 -1.647 0.262
F 5.96024 1.03186 0.85062 -2.980 1.293 -0.934
F 4.80505 1.33196 -1.05606 -0.474 0.921 3.615


3.
120
Properties=species:S:1:pos:R:3:forces:R:3 method="wB97M-V/def2-TZVPD" gap_ev=3.99 spin_multiplicity=1 total_charge=-2
Mg -1.91074 1.33663 0.19494 0.087 -0.254 -0.586
C -4.44960 2.92919 -1.66105 0.006 0.139 0.059
C -4.54561 2.05041 -0.42520 -0.079 -0.366 0.031
C -5.97487 1.97932 0.03415 0.141 -0.013 -0.033
C -6.29968 1.95228 1.33297 0.068 0.028 0.076
C -5.26350 2.01131 2.33306 -0.149 -0.070 0.017
C -3.98403 2.24379 1.89806 0.091 0.043 -0.216
N -3.60716 2.45629 0.62204 -0.274 0.036 0.343
C -2.87576 2.11887 2.87899 0.115 -0.011 -0.137
C -3.10153 2.26506 4.25375 -0.075 0.041 -0.033
C -2.11800 1.90431 5.13444 -0.031 0.030 0.090
C -0.89340 1.47170 4.64495 0.092 0.065 -0.078
C -0.67531 1.47053 3.27923 0.016 0.198 -0.089
N -1.66251 1.77336 2.40234 0.020 -0.133 0.508
C 0.66872 1.07587 2.68666 -0.007 -0.024 0.116
C 2.10845 -0.37184 3.58104 0.020 0.066 -0.168
C 3.06714 -0.86686 2.47836 -0.033 0.007 -0.027
C 2.51406 0.29226 0.71314 -0.093 0.014 0.063
C 1.73949 1.56733 0.66276 0.082 -0.063 -0.178
C 2.06213 2.47511 -0.48330 0.033 0.048 -0.001
N 0.87246 1.90862 1.52038 -0.030 0.038 0.189
H -4.81472 3.93399 -1.41228 0.037 -0.031 -0.021
H -3.43352 2.99946 -2.03816 0.043 -0.037 -0.010
H -5.05213 2.51483 -2.46980 -0.014 -0.016 0.001
H -6.72526 1.89741 -0.74490 0.014 0.004 0.025
H -7.33623 1.85181 1.63974 0.008 0.004 -0.013
H -5.48132 1.78400 3.36619 -0.013 0.002 -0.025
H -4.05573 2.63413 4.59688 -0.021 -0.020 -0.026
H -2.28864 1.95957 6.20333 -0.003 -0.004 0.006
H -0.13040 1.14576 5.33342 0.050 0.043 -0.002
H 2.17264 -0.88809 4.53490 0.001 -0.027 0.007
H 3.66552 -1.74711 2.71972 -0.006 0.029 0.014
H 2.75553 -0.01057 -0.30539 0.039 -0.019 0.011
H 1.59246 3.44988 -0.35511 0.043 -0.082 -0.014
H 3.14834 2.59506 -0.55846 -0.019 0.016 -0.001
H 1.70744 2.01505 -1.41032 0.058 -0.011 0.072
S -2.53972 1.46955 -4.57132 -0.065 -0.080 -0.042
Sb -3.22098 -0.48461 -3.46927 -0.248 -0.198 -0.331
S -0.22740 -0.26153 -0.97700 -0.168 -0.029 0.129
S -3.95885 0.28251 -0.89829 0.102 0.378 0.253
S -5.28085 -1.12911 -4.34880 0.215 0.086 0.097
C 0.61166 6.30411 -2.99872 -0.027 -0.018 -0.002
C -0.00574 5.12654 -2.29404 0.059 0.013 -0.076
C -0.41515 5.20914 -0.96630 -0.071 0.005 0.092
C -0.95704 4.09583 -0.35369 -0.101 -0.061 -0.143
N -1.08543 2.91893 -0.97795 0.294 0.324 -0.019
C -0.70753 2.83483 -2.25898 -0.107 -0.088 0.187
C -0.17846 3.91698 -2.94461 0.009 0.038 -0.048
H 0.53139 7.21192 -2.40018 -0.006 0.000 -0.002
H 0.13037 6.47885 -3.96264 0.001 -0.015 0.024
H 1.67033 6.11604 -3.19047 0.003 0.015 -0.007
H -0.33017 6.13919 -0.41739 0.006 -0.003 0.018
H -1.32243 4.13363 0.66602 0.038 -0.016 -0.012
H -0.89302 1.89586 -2.77381 0.094 0.053 0.031
H 0.06527 3.79797 -3.99419 -0.018 -0.035 0.037
C 5.46928 0.63475 -0.20349 -0.016 -0.009 0.045
C 5.02784 -0.26373 0.95285 0.052 0.015 -0.053
C 6.17437 -0.47447 1.94088 -0.011 -0.028 0.009
C 3.77689 0.25620 1.66624 -0.093 0.082 0.010
C 3.99426 1.53975 2.41360 -0.006 -0.082 -0.101
C 3.10693 1.97696 3.30019 -0.098 -0.006 0.031
C 1.91820 1.15690 3.68348 -0.079 -0.049 -0.095
C 0.87926 -0.50496 2.63197 0.103 -0.026 -0.174
C -0.20787 -1.56800 2.93852 0.030 0.118 0.117
C -0.14524 -2.06007 4.38977 -0.036 0.004 -0.006
C -1.66442 -1.24621 2.59590 0.016 0.005 -0.016
C 1.88073 -0.89520 1.47051 -0.096 -0.003 0.055
N 1.51358 -1.96288 0.60086 0.036 0.034 0.053
B 0.55909 -1.77568 -0.48097 0.052 -0.123 0.015
N 0.60832 -3.05471 -1.17051 -0.194 -0.110 0.045
C 1.59068 -3.85205 -0.58423 0.020 0.104 -0.113
C 2.13401 -3.20753 0.47250 -0.083 0.062 0.062
C -0.09392 -3.40473 -2.37100 0.154 0.031 0.091
C -1.27159 -4.16604 -2.32735 -0.054 0.000 0.009
C -1.92625 -4.42750 -3.52808 -0.011 0.066 -0.041
C -1.45181 -3.94687 -4.73617 0.033 0.028 0.031
C -0.29297 -3.19331 -4.75924 -0.034 0.009 0.005
C 0.39479 -2.90529 -3.58409 0.064 0.019 -0.065
C 1.63827 -2.03569 -3.65384 -0.014 0.009 -0.072
C 1.34879 -0.70482 -4.35420 -0.016 -0.010 0.057
C 2.78753 -2.78294 -4.33902 -0.022 -0.008 0.009
C -1.97820 -4.62949 -1.06093 0.081 0.057 0.068
C -2.72087 -3.46740 -0.39864 -0.020 -0.015 -0.001
C -1.12174 -5.37937 -0.03793 0.007 0.006 0.017
H 6.40782 0.27246 -0.63003 -0.021 0.001 -0.008
H 5.63241 1.66324 0.13202 0.025 -0.036 -0.010
H 4.72664 0.65784 -1.00191 0.007 0.015 0.022
H 4.75758 -1.23989 0.53186 -0.006 0.006 -0.012
H 6.55874 0.48281 2.30344 -0.003 -0.024 -0.004
H 6.99886 -1.01070 1.46508 0.005 0.027 0.014
H 5.85121 -1.05342 2.80995 0.019 0.024 -0.031
H 4.84824 2.15943 2.15420 -0.009 -0.033 0.040
H 3.23543 2.94632 3.77031 0.015 -0.011 -0.008
H 1.60251 1.45794 4.67696 -0.038 -0.007 0.061
H 0.04946 -2.42266 2.31213 0.088 -0.066 -0.059
H -0.33917 -1.24897 5.10032 0.018 -0.058 -0.040
H 0.81964 -2.51020 4.63438 -0.046 0.015 0.000
H -0.91208 -2.82372 4.54300 0.005 0.027 0.007
H -2.12497 -0.55854 3.30906 0.014 -0.105 -0.073
H -2.24011 -2.17192 2.61524 -0.023 -0.061 0.011
H -1.76917 -0.84832 1.58823 -0.008 -0.004 -0.056
H 1.82093 -4.83621 -0.96263 -0.032 0.021 0.043
H 2.89160 -3.55465 1.15963 -0.030 0.007 -0.040
H -2.87099 -4.95871 -3.50505 0.023 -0.017 0.020
H -2.01807 -4.11243 -5.64433 0.022 -0.009 0.009
H 0.05838 -2.77891 -5.69815 -0.012 -0.022 0.040
H 1.95056 -1.81085 -2.63412 0.001 0.009 0.023
H 1.09689 -0.85094 -5.40801 0.027 0.014 0.023
H 2.22847 -0.05332 -4.30287 -0.034 -0.026 -0.012
H 0.50734 -0.19494 -3.88117 0.018 -0.008 -0.030
H 2.52827 -3.02174 -5.37480 0.015 0.001 0.021
H 3.01078 -3.72060 -3.82262 0.004 0.027 -0.012
H 3.69399 -2.16925 -4.34898 -0.030 -0.017 -0.005
H -2.73782 -5.33472 -1.40651 -0.029 -0.059 -0.037
H -2.01926 -2.70230 -0.06518 -0.001 0.070 0.008
H -3.29102 -3.82255 0.46708 0.044 0.019 -0.018
H -3.41595 -2.99577 -1.09361 0.013 0.051 -0.009
H -0.47765 -4.70242 0.52535 -0.025 -0.039 -0.032
H -0.48946 -6.13682 -0.51206 -0.025 0.039 0.022
H -1.77897 -5.88551 0.67635 0.019 0.010 -0.015